Formula: C38H29BrN3O10PSW
Source: the Open Molecules 2025 dataset
Level of theory: the ωB97M-V functional and the def2-TZVPD basis

Cartesian coordinates (Å):
W 0.818 0.147 0.619
Br 7.916 -0.851 -2.030
C 6.076 -0.645 -1.644
C 5.131 -0.917 -2.641
C 3.791 -0.777 -2.376
C 3.346 -0.359 -1.114
O 2.061 -0.237 -0.896
C 4.296 -0.096 -0.118
C 3.917 0.299 1.187
N 2.710 0.463 1.629
C 2.569 0.792 3.000
C 3.442 0.541 4.023
C 3.191 1.065 5.306
C 2.102 1.855 5.556
C 1.171 2.107 4.522
C 0.039 2.947 4.632
C -0.755 3.144 3.542
C -0.490 2.441 2.355
N 0.523 1.615 2.238
C 1.395 1.507 3.276
C 5.669 -0.241 -0.403
H 5.467 -1.238 -3.618
H 3.049 -0.978 -3.139
H 4.735 0.479 1.881
H 4.327 -0.063 3.872
H 3.896 0.847 6.096
H 1.935 2.286 6.534
H -0.170 3.438 5.574
H -1.612 3.800 3.575
H -1.130 2.535 1.488
H 6.396 -0.026 0.371
O -2.065 -0.041 3.355
C -1.977 0.004 2.152
O -0.914 -0.396 1.479
C -3.141 0.512 1.298
P -2.682 0.926 -0.453
C -3.341 -0.489 -1.407
C -4.151 -1.511 -0.929
C -4.545 -2.554 -1.761
C -4.140 -2.585 -3.085
C -3.325 -1.571 -3.577
C -2.921 -0.543 -2.741
C -3.902 2.248 -0.814
C -5.280 2.045 -0.886
C -6.132 3.108 -1.142
C -5.613 4.384 -1.332
C -4.245 4.594 -1.272
C -3.388 3.527 -1.020
H -3.505 1.430 1.766
H -3.961 -0.200 1.406
H -4.477 -1.521 0.104
H -5.172 -3.344 -1.367
H -4.450 -3.397 -3.731
H -2.998 -1.586 -4.609
H -2.266 0.230 -3.123
H -5.685 1.048 -0.750
H -7.201 2.945 -1.198
H -6.281 5.213 -1.532
H -3.838 5.585 -1.428
H -2.318 3.688 -0.983
O -0.318 -0.963 -0.876
C -0.145 -2.120 -1.248
C 0.748 -3.077 -0.685
C 0.851 -4.308 -1.349
C 1.651 -5.296 -0.842
C 2.354 -5.104 0.355
C 2.253 -3.920 1.025
C 1.459 -2.852 0.536
O 1.416 -1.760 1.224
N 1.762 -6.565 -1.546
O 2.465 -7.429 -1.056
O 1.131 -6.698 -2.581
H -0.756 -2.455 -2.096
H 0.297 -4.485 -2.262
H 2.970 -5.911 0.730
H 2.781 -3.751 1.954
C 0.671 1.993 -2.919
S 1.157 2.792 -1.411
O 0.560 4.100 -1.408
O 2.590 2.692 -1.304
O 0.480 1.953 -0.341
H -0.416 2.025 -2.974
H 1.111 2.543 -3.748
H 1.032 0.967 -2.896

* lowest unoccupied orbital energy: -1.2 eV
* HOMO-LUMO gap: 5.93 eV
* largest force on an atom: 1.14 eV Å⁻¹
* HOMO energy: -7.1 eV